Molecular formula: C8H26O10P2
Method: DFT, ωB97M-V/def2-TZVPD

Each line ends with the Mulliken charge.
Element x y z (Å)
1 H 3.6836 -3.9133 3.5314  0.26
2 H -0.0172 4.9002 -1.6408  0.26
3 H 1.1654 -4.6743 5.2570  0.28
4 H 0.7848 -6.3742 4.7794  0.35
5 H 3.5823 -5.6185 4.0121  0.32
6 H -1.8241 4.5708 1.1736  0.30
7 O 2.9151 -4.9773 2.0795  -0.30
8 C 1.0103 -1.2159 -6.6516  -0.54
9 H -3.9943 7.8825 -0.4181  0.34
10 O 0.0767 -1.0832 -1.5150  -0.48
11 H 1.5238 -7.0525 -0.3974  0.32
12 H 1.0161 -1.3796 -7.7292  0.29
13 H -0.2749 -1.0851 0.5510  0.20
14 C 0.1201 5.9448 -1.3615  -0.64
15 P -1.4469 7.0856 0.3940  1.02
16 H -0.4108 -5.0671 5.1123  0.27
17 O -2.6558 6.3752 -0.4651  -0.25
18 H -4.5106 6.3617 0.4229  0.26
19 O 1.6592 -7.2077 2.5232  -0.69
20 O -0.2421 -0.7668 -6.2276  -0.49
21 H 1.2686 -2.1134 -6.0896  0.23
22 O -1.6405 6.4302 1.9096  -0.38
23 H -0.0232 -0.4783 -2.2538  0.29
24 O 0.7093 -4.8371 3.2996  -0.29
25 C 0.8973 -6.1628 -0.3345  -0.70
26 H -0.3337 0.4761 -0.2629  0.20
27 H -0.0535 -6.5711 -0.6770  0.26
28 H -4.5613 6.4970 -1.3456  0.22
29 C 3.7897 -4.9410 3.1839  -0.66
30 O -0.1588 6.2328 -0.0117  -0.26
31 H -2.4671 4.8692 2.8369  0.26
32 P 1.5240 -5.7581 2.2250  0.99
33 H -1.6262 -0.6343 -0.4383  0.26
34 C -1.6773 5.0922 2.1194  -0.60
35 H 1.1483 6.1848 -1.6324  0.27
36 H -0.8309 -1.2904 -6.7760  0.31
37 C 0.5393 -5.3211 4.6422  -0.70
38 H -0.7258 4.7059 2.4847  0.25
39 O 0.7088 -5.4891 0.8719  -0.27
40 H -0.5477 6.4495 -2.0597  0.31
41 C -4.0179 6.7932 -0.4484  -0.67
42 O -1.3934 8.5868 0.2676  -0.67
43 H 4.8354 -5.0516 2.8971  0.28
44 C -0.5387 -0.5877 -0.3824  -0.48
45 H 1.7341 -0.4189 -6.4812  0.20
46 H 1.2807 -5.3682 -0.9746  0.28

Values from the calculation:
Lowest unoccupied orbital energy: 0.0155 hartree
Relative energy (zero: lowest compared OMol25 entry of this formula, charge and spin): 0.0 kcal/mol
SMILES: COP(=O)(OC)OC.COP(=O)(OC)OC.CO.CO
Kohn-Sham gap: 10.7 eV



Molecular formula: C28H43BBeCl2F6LiN2O15PS2SiV
Method: DFT, ωB97M-V/def2-TZVPD

Each line ends with the Mulliken charge.
Element x y z (Å)
1 C -1.8831 1.9387 -1.5662  2.33
2 H -2.2277 3.9073 -0.9543  0.31
3 C 5.1538 -0.1298 -0.3126  -0.61
4 C -1.5573 2.4790 -2.9009  -1.89
5 C -1.5375 3.1174 -0.6299  -2.25
6 H -2.0311 -2.9106 7.6696  0.13
7 H 3.8489 -1.8626 -0.3691  0.32
8 O -2.1304 -4.1468 6.0482  -0.34
9 C -2.8994 -4.5605 5.0438  0.81
10 H 1.1408 2.0555 -2.6185  0.26
11 H 0.0804 -2.6044 1.8345  0.21
12 S -1.8813 -1.0307 0.6223  -0.27
13 O -2.9423 6.4527 -0.6465  -0.69
14 Be -1.6399 -5.4893 -1.3692  0.22
15 P 0.5176 -0.3266 -2.8938  0.45
16 F -2.2553 7.3857 3.5460  -0.34
17 O -2.2254 -5.5015 4.3757  -0.36
18 O -0.6227 7.0462 1.8608  -0.40
19 O -1.0845 0.8646 -1.1389  -0.37
20 C -3.4215 1.6721 -1.3692  -0.23
21 O -4.6305 2.3590 -3.2857  -0.47
22 C -1.1264 -0.2923 -1.9687  -0.29
23 C 1.0172 -2.6750 1.2691  -0.67
24 O -2.8574 7.6204 1.2621  -0.41
25 H -3.9311 2.5113 -0.8981  0.52
26 C 0.2866 -0.0670 -4.7146  -0.95
27 H 1.5224 1.1059 -1.1614  0.35
28 C -2.7438 -5.0652 2.0537  -0.54
29 H -3.5409 0.7711 -0.7562  0.16
30 H -1.6947 -4.8142 1.8878  0.01
31 C -0.9400 6.4635 0.7391  0.55
32 H 2.9307 1.3996 -11.4993  0.29
33 C 4.1481 0.2551 2.2248  -0.67
34 H 6.3853 1.5775 -0.0486  0.49
35 C -2.8806 -6.0261 3.2141  -0.44
36 O 2.0259 3.2131 -6.6437  -0.52
37 H 3.1174 1.1335 -3.7827  0.28
38 H 1.2330 -3.7465 1.1588  0.48
39 H -3.1533 -5.4969 1.1395  0.25
40 C 3.6437 -0.8439 1.4957  0.59
41 O 0.6562 -0.7000 10.7260  -0.88
42 Si 2.3548 -1.9319 2.3775  0.37
43 H 5.5516 1.9638 2.2819  0.50
44 H 2.8476 -3.2988 4.4012  0.33
45 C -0.3139 -2.6123 -0.9572  0.31
46 F -1.4816 9.1903 2.3889  -0.34
47 S -2.7767 -2.7388 -3.1481  -0.01
48 C -1.4844 2.7695 -4.0807  0.77
49 H 3.2869 -4.1663 2.8557  0.35
50 H 1.7707 -2.3752 -0.7104  0.11
51 H 5.5144 -0.3359 -1.3159  0.47
52 F 0.1225 -3.2083 -2.0918  -0.38
53 C 0.8912 -2.0571 -0.1374  -0.31
54 H -3.2692 -4.1317 2.2563  0.30
55 H 3.6004 1.6715 -2.1388  0.39
56 O 2.6011 2.0658 -8.3599  -0.73
57 O 3.5190 2.0180 -11.0583  -0.65
58 C 1.5172 1.0882 -2.2574  -0.11
59 C 5.1553 1.1369 1.7019  -0.47
60 Li -2.0034 4.9369 -2.6240  0.91
61 V -0.8657 -1.0419 10.1063  1.57
62 C -4.1541 1.4534 -2.6896  0.20
63 H -3.9247 -6.2576 3.4256  0.35
64 H -2.3826 -6.9664 2.9802  0.32
65 N 2.3858 2.1492 -7.1470  1.06
66 H -2.3693 -4.0364 -3.0189  -0.04
67 H 0.8773 -0.9620 -0.1388  -0.16
68 C 3.2899 -3.2189 3.4062  -1.20
69 H 2.0928 -0.4514 4.4199  0.44
70 C 5.6395 0.9243 0.3923  -0.53
71 O -0.2092 5.7605 0.0779  -0.65
72 F -0.8238 -3.6632 -0.1748  -0.24
73 O -3.9934 -4.1426 4.7696  -0.57
74 C -1.4802 -1.5930 -1.1233  0.19
75 N -2.7473 -2.2236 -1.5004  -0.22
76 C 2.9940 0.9582 -2.7081  -1.26
77 Cl 6.4216 -0.4651 3.1164  -0.15
78 H 0.6184 -1.3788 4.0108  0.39
79 H 4.3305 -2.8743 3.4731  0.32
80 H -0.7840 -0.4004 1.0804  0.13
81 H 0.8693 -0.8546 -5.1968  0.47
82 O -2.3799 -1.4063 9.4685  -0.91
83 B -1.8083 7.8438 2.3179  0.53
84 C 1.4506 -0.7923 3.6003  -1.45
85 H 3.3807 -0.0477 -2.4930  0.25
86 H -1.8095 2.8383 0.4396  -0.20
87 H 0.6780 0.9298 -4.9427  0.17
88 H -1.9109 -0.1603 -2.7284  0.60
89 H -0.4979 3.4129 -0.7451  0.51
90 H 1.0427 0.0994 3.1048  0.45
91 H 3.1407 2.1083 -10.1703  0.48
92 F -4.2607 0.1921 -3.1794  -0.22
93 Cl -1.8853 3.5479 2.1708  -0.36
94 H -2.6845 -2.1518 6.2138  0.29
95 H -1.3532 3.2889 -5.0801  0.46
96 H -3.6813 -3.2899 7.1640  0.29
97 C -2.3637 6.8300 0.3586  0.78
98 H 3.7792 0.4649 3.2254  0.33
99 C 4.1687 -1.0188 0.2360  0.20
100 H -0.7774 -0.1909 -4.9360  0.40
101 O 2.5406 1.1460 -6.4205  -0.56
102 H -3.4526 -1.4984 -1.3994  0.54
103 F -1.6957 3.1773 -6.6056  -0.74
104 C -2.6785 -3.0620 6.8124  -0.52

Values from the calculation:
Lowest unoccupied orbital energy: -0.1760 hartree
Charge: -1
Kohn-Sham gap: 1.3 eV



Molecular formula: C4H13N2O2
Method: DFT, ωB97M-V/def2-TZVPD

Each line ends with the Mulliken charge.
Element x y z (Å)
1 H -0.3224 -2.6559 -2.0096  0.38
2 C 0.2322 -1.8357 -1.5202  -0.58
3 O 1.1428 0.2577 -2.2220  -0.44
4 C 0.1627 -0.8317 0.7238  -0.57
5 H 1.1227 -2.4369 -1.2255  0.32
6 H -0.0861 0.7464 2.1877  0.36
7 H -1.8341 1.8534 0.6336  0.35
8 C -0.7108 0.1908 1.4928  -0.64
9 H 0.5915 -1.6656 1.3368  0.43
10 H -1.3017 -1.9041 -0.1142  0.21
11 H -1.5748 -0.3182 1.9078  0.37
12 H 1.3595 3.1389 2.2566  0.30
13 N -1.1283 1.1533 0.4128  -0.23
14 H -1.1721 0.5985 -0.4572  0.35
15 O 0.9905 2.6021 1.5298  -0.63
16 N -0.5711 -1.2799 -0.4432  -0.37
17 H 0.1580 -0.9503 -3.5227  0.35
18 H 1.0779 -0.3294 0.3876  0.37
19 H 1.6878 2.5616 0.8779  0.31
20 H -0.3365 1.8325 0.2631  0.31
21 C 0.5123 -0.7273 -2.4959  0.06

Values from the calculation:
Lowest unoccupied orbital energy: -0.1063 hartree
Charge: +1
Relative energy (zero: lowest compared OMol25 entry of this formula, charge and spin): 56.2 kcal/mol
Kohn-Sham gap: 10.3 eV



Molecular formula: C30H21CuN8
Method: DFT, ωB97M-V/def2-TZVPD

Each line ends with the Mulliken charge.
Element x y z (Å)
1 C 0.4437 1.0172 -1.9862  0.59
2 C -6.1283 0.8638 0.4222  -0.77
3 H -5.7566 -0.7345 3.3760  0.40
4 C 2.5834 -1.9696 2.7292  0.16
5 N -1.9389 -0.8238 2.2708  0.33
6 C -0.2445 2.0678 -1.3771  1.09
7 C -1.0284 4.1196 -0.8916  -1.16
8 H 4.2174 -4.1146 4.7540  0.40
9 C 2.3654 1.3329 -5.2220  -0.93
10 C -4.8032 0.7806 0.0249  -0.20
11 H 1.1117 -3.5633 -1.8527  0.47
12 H 4.6243 -2.6417 2.8190  0.37
13 H -1.1385 -2.9174 -0.4737  0.54
14 C -0.4759 -2.2430 -0.9988  -0.31
15 C 1.3946 0.9850 -4.3000  -0.04
16 C 3.6365 -2.7151 3.2577  -0.89
17 N -0.9902 -1.4981 3.0114  -0.86
18 N -3.8648 0.1923 0.7591  -0.12
19 C 1.7632 -0.3378 1.2081  -0.46
20 H 3.6801 -1.0538 1.2161  0.25
21 C 1.0885 -2.8887 4.3696  -0.37
22 Cu -1.6885 0.1144 0.3932  -0.34
23 C 2.1268 -3.6224 4.9014  -0.76
24 H -3.3453 -1.5006 3.6177  0.36
25 H -6.8586 1.3456 -0.2127  0.38
26 N 2.7746 -1.1165 1.6495  0.08
27 C 3.5677 2.5192 -3.4950  -0.96
28 H 1.9528 -4.2680 5.7514  0.39
29 C 3.4024 -3.5359 4.3394  -0.37
30 C 0.2288 -1.2795 2.6315  0.06
31 C 3.4583 2.0967 -4.8175  0.59
32 H -2.3180 3.2724 0.7443  0.54
33 H 2.6516 2.5149 -1.5585  0.50
34 H 4.4185 3.1136 -3.1909  0.44
35 H 2.0616 -1.2423 -2.8240  0.56
36 C 1.1807 -1.3875 -2.2188  -0.60
37 C -4.2108 -0.3315 1.9409  0.71
38 H 0.5455 0.3859 -4.6011  0.50
39 C 1.4922 1.4036 -2.9747  -0.65
40 N -1.1526 1.9183 -0.3343  0.15
41 H 2.2856 1.0160 -6.2529  0.45
42 C -1.6023 3.1239 -0.0530  -0.36
43 C -0.1682 3.4557 -1.7254  -0.63
44 N -0.7221 -0.9428 -1.0240  -0.47
45 C 4.4780 2.4500 -5.7674  -0.07
46 H 0.0897 -2.9470 4.7786  0.46
47 C 0.2879 -0.3655 -1.7755  0.52
48 C 0.7001 -2.5758 -1.7158  -1.16
49 C 1.3027 -2.0514 3.2723  0.95
50 H -4.4718 1.1979 -0.9190  0.46
51 N 0.5600 -0.3608 1.6551  -0.28
52 C -6.4900 0.3114 1.6412  -0.25
53 N 5.2956 2.7290 -6.5252  -0.54
54 C 2.5824 2.1775 -2.5849  -0.11
55 H 2.0144 0.3549 0.4108  0.54
56 C -5.5177 -0.2963 2.4159  -0.81
57 H -1.2376 5.1770 -0.8639  0.45
58 H -7.5154 0.3565 1.9839  0.41
59 C -3.1300 -0.9470 2.7070  -0.17
60 H 0.4315 3.8785 -2.5153  0.52

Values from the calculation:
Lowest unoccupied orbital energy: -0.0180 hartree
Relative energy (zero: lowest compared OMol25 entry of this formula, charge and spin): 0.0 kcal/mol
Kohn-Sham gap: 6.4 eV